1.
Here is a 4-piece molecular cluster, CH9NO3 overall from the OMol25 dataset. Energies are from wB97M-V/def2-TZVPD.

Each line ends with the natural charge from an NBO analysis.
CARTESIAN COORDINATES (ANGSTROEM)
1 C -0.1654 3.4783 0.8324  -0.020
2 N -0.2904 2.1789 0.9820  -0.656
3 H 0.0745 3.9197 -0.1319  0.165
4 H -0.3577 4.2846 1.6033  0.147
5 H -0.5167 1.6646 1.7641  0.365
6 O -0.7772 -2.2545 0.8394  -0.947
7 H -0.4893 -2.7116 0.1540  0.477
8 H -0.5401 -2.6306 1.6341  0.457
9 O 1.1927 0.2892 -0.7120  -0.957
10 H 0.5238 0.8921 -1.0870  0.475
11 H 1.3195 0.6441 0.1716  0.481
12 O 0.0219 -2.7080 -1.6390  -0.970
13 H -0.5783 -3.0352 -2.2871  0.479
14 H 0.0896 -1.7630 -1.5973  0.503

Summary:
E_LUMO   0.80 eV
Gap between HOMO and LUMO   10.9 eV
ΔE to the lowest compared entry with this formula, charge and spin   162.6 kJ/mol
SMILES   C=N.O.O.O
Max |F|   6.6 eV Å⁻¹
Energy   -8813.9214 eV

---

2.
Here is a 4-piece molecular cluster, CH9NO5 overall from the OMol25 dataset. Energies are from wB97M-V/def2-TZVPD.

Each line ends with the natural charge from an NBO analysis.
CARTESIAN COORDINATES (ANGSTROEM)
1 N 0.0063 0.6655 -2.3335  -0.322
2 C -1.2668 0.2662 -2.8544  0.843
3 O -1.2035 0.1857 -4.1674  -0.591
4 O -2.2107 0.2046 -2.1423  -0.416
5 H 0.4917 1.5432 -2.5587  0.455
6 H 0.4175 0.0688 -1.5880  0.472
7 H -2.0787 -0.1747 -4.4295  0.541
8 H 0.8964 0.0676 5.8686  0.470
9 H 1.2777 -0.0815 4.3791  0.476
10 O 1.0618 -0.5814 5.1726  -0.947
11 H -0.7660 -1.5054 0.4050  0.513
12 H -1.3337 -0.2530 -0.2137  0.495
13 O -0.4916 -0.6273 0.1049  -0.983
14 H 1.0365 -0.2306 1.2633  0.472
15 H 2.4334 0.3505 1.2423  0.464
16 O 1.7298 0.1018 1.8517  -0.941

Summary:
<S²>   0.76
E_LUMO (spin up / spin down)   -4.67 / -10.00 eV
Gap between HOMO and LUMO (spin up / spin down)   8.3 / 2.9 eV
ΔE to the lowest compared entry with this formula, charge and spin   59.3 kJ/mol
Charge   +1
2S+1   2
Max |F|   2.3 eV Å⁻¹
Energy   -12900.9934 eV